{"formula": "C31H20Cl2N6O2SW", "method": "ωB97M-V with the def2-TZVPD basis set", "multiplicity": 1, "lumo_ev": [-6.93, -6.93], "homo_ha": [-0.4811, -0.4811], "total_charge": 2, "gap_ev": [6.16, 6.16], "symbols": ["W", "Cl", "Cl", "S", "O", "O", "N", "N", "N", "N", "N", "N", "C", "C", "C", "C", "C", "C", "C", "C", "C", "C", "C", "C", "C", "C", "C", "C", "C", "C", "C", "C", "C", "C", "C", "C", "C", "C", "C", "C", "C", "C", "C", "H", "H", "H", "H", "H", "H", "H", "H", "H", "H", "H", "H", "H", "H", "H", "H", "H", "H", "H", "H"], "coordinates": [[0.493502, -0.447481, -0.098326], [5.973621, -0.092817, -4.362595], [7.284611, -0.126304, -1.575403], [0.706135, -4.628530, 1.999002], [0.985401, -0.313934, -4.124189], [3.979362, -0.971777, 1.902859], [-0.169561, 1.378272, 0.259029], [2.443083, -0.171918, 0.399633], [-1.674784, 0.401696, -2.236050], [0.347451, -2.206320, 0.747150], [1.386600, -0.191529, -1.848972], [1.048763, 0.568177, 2.899402], [-2.862194, 1.068872, -2.287448], [2.837684, -0.251563, -1.945246], [5.584375, -0.178310, -1.710733], [-2.484295, -1.804237, 0.610058], [1.946772, -1.431644, 3.741689], [-2.383871, 0.640179, 0.670149], [-2.541513, -3.000559, -0.031832], [-0.626930, 0.813525, -2.978041], [-3.027438, 2.104113, -3.153230], [3.615840, -0.224753, -3.094607], [4.998558, -0.197703, -2.962432], [-2.930288, 2.871486, 2.205383], [-1.609186, -0.765182, -1.361544], [-3.648054, 0.800563, 1.183229], [1.063068, -1.345409, 4.795427], [3.438357, -0.239489, -0.684299], [-1.453634, 1.669043, 0.854526], [-0.742514, 1.913579, -3.818676], [-2.150869, -3.097437, -1.390643], [0.473223, -3.279445, 1.287238], [0.680993, 0.026829, -3.017497], [-1.708845, -1.990701, -2.059890], [0.192401, 0.709279, 3.940144], [-3.928058, 1.911720, 1.966157], [0.197499, -0.248669, 4.921420], [2.897199, -0.538729, 1.631039], [-1.687845, 2.770883, 1.630120], [-1.938077, 2.559017, -3.897995], [1.927652, -0.446575, 2.767066], [-2.027684, -0.616420, -0.025751], [4.817177, -0.184381, -0.558475], [-2.932533, -3.874041, 0.495852], [-3.154402, 3.679867, 2.899606], [0.130968, 2.192140, -4.409494], [-3.998792, 2.562445, -3.222605], [0.384675, 2.170683, 0.026505], [-2.796813, -1.739107, 1.649645], [5.309486, -0.129091, 0.380567], [-4.914043, 2.052021, 2.360529], [-4.435973, 0.069249, 1.038610], [-0.420356, 1.597102, 3.941350], [3.137645, -0.262164, -4.068334], [2.697904, -2.203267, 3.710896], [-0.953923, 3.522896, 1.775954], [-3.671262, 0.702306, -1.665681], [1.012029, -2.110242, 5.572676], [-2.132275, -4.027446, -1.902034], [-1.447308, -1.991435, -3.119874], [-0.457020, -0.083848, 5.768160], [0.962844, 1.235373, 2.121661], [-2.044540, 3.421143, -4.540836]], "forces_ev_per_angstrom": [[0.071, 0.493, 0.169], [-0.059, -0.111, -0.282], [0.313, 0.015, 0.225], [-0.084, -0.433, 0.217], [0.436, -0.117, -0.510], [0.619, -0.351, 0.371], [-0.786, -0.968, 0.535], [0.757, -0.379, -1.129], [-0.088, 1.025, 0.046], [0.041, 0.089, -0.200], [0.120, 0.184, -0.663], [-0.182, 0.219, -0.347], [0.053, -0.622, -0.223], [-0.182, 0.073, 0.606], [0.164, 0.009, 0.158], [-0.101, -0.199, 0.398], [0.166, 0.319, 0.172], [0.273, 0.565, -0.289], [-0.197, -0.385, -0.155], [0.072, -0.263, 0.428], [0.076, 0.441, -0.009], [-0.559, -0.232, -0.060], [-0.341, 0.219, -0.346], [-1.413, -0.049, 0.713], [0.264, 0.753, -0.525], [-0.748, 0.312, 0.740], [-0.701, 0.165, 0.795], [-1.010, 0.382, 0.375], [1.453, -1.530, -1.096], [0.970, -0.712, 0.117], [0.515, 0.584, 0.109], [0.155, 0.554, -0.323], [-0.621, -0.322, -0.046], [-0.022, -0.447, 0.138], [0.680, -0.315, -0.183], [0.766, 0.545, -0.172], [-0.045, 0.198, -0.135], [-0.105, 0.302, 0.038], [-0.525, -0.190, -0.115], [-0.839, 0.522, -0.152], [-0.723, -0.140, 0.793], [0.107, -0.436, 0.470], [-0.445, 0.022, -0.413], [0.213, 0.243, -0.240], [0.049, 0.001, -0.330], [-0.330, -0.014, 0.163], [-0.076, 0.184, -0.020], [0.462, 0.876, -0.157], [0.002, 0.044, -0.180], [0.211, -0.034, 0.456], [-0.273, 0.023, 0.264], [0.167, -0.089, -0.129], [-0.072, -0.013, -0.010], [0.390, 0.062, 0.178], [0.001, -0.147, -0.254], [0.639, 0.548, 0.117], [0.231, -0.100, -0.112], [0.259, 0.141, -0.292], [-0.305, -0.726, -0.275], [-0.079, -0.207, 0.296], [0.067, -0.356, 0.008], [0.214, -0.227, 0.361], [-0.066, 0.003, -0.085]], "mulliken_charge": [0.13, -0.16, -0.17, -0.26, -0.48, -0.53, 0.13, 0.25, 0.87, -0.47, 0.22, 0.17, 0.00, 0.66, 0.03, -0.95, -0.95, 0.24, -1.04, 1.42, -0.94, -0.98, -0.02, -0.54, 0.20, -0.53, -0.27, 0.00, -0.24, -0.59, -0.82, 0.74, -0.48, -0.60, -0.19, -1.00, -0.79, 0.61, -0.66, -0.59, 0.32, 0.61, -0.82, 0.53, 0.45, 0.56, 0.50, 0.22, 0.54, 0.66, 0.53, 0.57, 0.51, 0.72, 0.62, 0.62, 0.53, 0.49, 0.51, 0.57, 0.48, 0.36, 0.49]}

{"formula": "C31H20Cl2N7O4V", "method": "ωB97M-V with the def2-TZVPD basis set", "multiplicity": 3, "lumo_ev": [-1.04, -1.17], "homo_ha": [-0.2863, -0.2897], "gap_ev": [6.76, 6.71], "symbols": ["V", "Cl", "Cl", "O", "O", "O", "O", "N", "N", "N", "N", "N", "N", "N", "C", "C", "C", "C", "C", "C", "C", "C", "C", "C", "C", "C", "C", "C", "C", "C", "C", "C", "C", "C", "C", "C", "C", "C", "C", "C", "C", "C", "C", "C", "C", "H", "H", "H", "H", "H", "H", "H", "H", "H", "H", "H", "H", "H", "H", "H", "H", "H", "H", "H", "H"], "coordinates": [[0.197256, 0.306887, 0.650785], [-1.152284, 1.472102, 7.216024], [-2.020786, -1.544229, 6.737635], [-2.928560, -2.074351, 1.652349], [-1.653796, -4.251876, -1.581736], [-0.024762, -2.489694, -0.574299], [-0.271386, 3.892093, 2.799515], [2.177309, 0.410645, 1.592469], [-1.461096, 0.048226, -0.750043], [-1.115461, -0.645022, 1.719636], [1.545376, -0.555925, -0.798939], [-0.317283, 1.676519, 2.111009], [1.219559, -1.167824, -1.966352], [0.698418, 2.297564, -0.216336], [2.769112, -0.216510, -0.624739], [-1.864396, -4.336160, -3.911268], [-1.533712, -3.875369, -5.168408], [-1.258848, -3.787714, -2.776883], [-1.573870, 0.465517, -2.010126], [1.188274, 2.561513, -1.430396], [-3.228288, -1.515930, -1.133455], [-0.588958, -2.863375, -5.329024], [4.469805, 0.673131, 0.962370], [-0.106091, 2.988306, 1.987726], [0.646240, 4.637619, 0.246014], [-1.146647, -0.287013, 3.074248], [-3.339856, -1.076958, -2.442745], [3.155101, 0.346014, 0.666689], [-1.532786, -0.534449, 5.421252], [0.310781, -2.129102, -1.733647], [-2.140166, -1.318514, 1.126655], [-2.507336, -0.060297, -2.885935], [-1.528688, -1.078331, 4.137342], [1.149852, 4.907770, -1.013323], [-0.750659, 1.049633, 3.284202], [-0.768146, 1.590096, 4.560143], [2.488081, 0.764966, 2.835571], [-0.304541, -2.765844, -2.925881], [3.785829, 1.075566, 3.216685], [4.785573, 1.043914, 2.260649], [-2.277392, -0.924623, -0.325181], [0.013354, -2.324147, -4.211073], [1.428296, 3.851348, -1.869181], [-1.157416, 0.783160, 5.627855], [0.430077, 3.318256, 0.609088], [0.410457, 5.405812, 0.968431], [-2.555341, 0.307462, -3.900665], [3.987799, 1.344932, 4.243009], [5.227376, 0.619642, 0.193161], [3.522805, -0.520242, -1.345877], [-0.325026, -2.512709, -6.317704], [-1.194524, -3.695517, -0.904145], [1.668758, 0.808835, 3.541266], [-1.846731, -2.097812, 3.982155], [0.751040, -1.538159, -4.307541], [-0.493854, 2.619377, 4.727459], [-4.058077, -1.529904, -3.113191], [-2.595972, -5.120596, -3.768696], [-2.015637, -4.308584, -6.036220], [1.822850, 4.014666, -2.861731], [1.323626, 5.928373, -1.328303], [5.805142, 1.294985, 2.521078], [-3.833830, -2.309552, -0.721234], [-0.893510, 1.245521, -2.323103], [1.387567, 1.705879, -2.065094]], "forces_ev_per_angstrom": [[-0.456, 0.302, -0.147], [-0.009, 0.007, 0.023], [0.005, -0.014, 0.027], [-0.006, 0.001, -0.010], [0.038, 0.142, 0.155], [-0.081, -0.036, -0.107], [0.005, -0.080, -0.007], [-0.075, 0.033, -0.253], [0.170, -0.088, 0.180], [0.421, -0.056, -0.154], [0.278, 0.224, -0.052], [0.050, -0.270, -0.304], [-0.094, 0.000, 0.083], [-0.196, -0.299, 0.187], [0.088, -0.329, 0.071], [0.022, 0.030, 0.022], [-0.019, -0.035, -0.013], [-0.021, 0.081, -0.081], [-0.069, 0.077, -0.067], [0.025, 0.035, -0.115], [0.033, 0.089, -0.016], [0.005, 0.000, -0.026], [-0.045, 0.028, 0.108], [0.091, 0.154, -0.047], [0.002, -0.055, 0.002], [-0.019, 0.127, 0.245], [0.003, -0.011, 0.018], [0.083, -0.208, 0.010], [-0.002, -0.056, -0.077], [-0.023, 0.075, 0.158], [-0.136, -0.017, -0.010], [0.037, 0.016, 0.041], [-0.141, 0.038, 0.070], [-0.001, 0.019, -0.002], [-0.030, 0.066, 0.091], [-0.015, -0.139, 0.082], [0.070, 0.108, 0.059], [0.020, -0.022, 0.009], [-0.116, -0.008, 0.017], [0.014, -0.006, -0.052], [-0.159, -0.087, 0.057], [0.036, 0.029, -0.039], [-0.024, -0.080, 0.038], [0.014, 0.071, -0.052], [0.036, 0.124, 0.015], [0.001, 0.005, -0.002], [-0.007, -0.005, -0.003], [0.013, 0.003, -0.002], [-0.014, -0.015, -0.022], [0.010, 0.179, -0.056], [-0.005, 0.012, 0.003], [0.142, -0.146, -0.025], [0.035, -0.013, 0.022], [0.016, -0.002, -0.022], [-0.006, -0.017, 0.010], [0.007, 0.011, -0.010], [-0.004, 0.009, -0.007], [-0.003, 0.001, 0.001], [0.007, -0.004, -0.004], [0.005, 0.003, -0.003], [0.006, 0.000, 0.002], [0.000, 0.007, 0.012], [-0.021, 0.004, -0.004], [-0.005, -0.019, -0.021], [0.016, 0.006, -0.006]], "mulliken_spin": [2.00, 0.00, 0.00, 0.00, 0.00, 0.00, 0.02, -0.04, -0.02, -0.07, 0.00, -0.02, 0.01, -0.03, 0.01, 0.00, 0.00, 0.00, 0.02, 0.03, -0.01, 0.00, 0.00, 0.00, 0.00, 0.03, 0.01, 0.03, 0.00, -0.01, 0.01, 0.00, 0.00, 0.01, 0.01, -0.01, 0.03, 0.00, 0.00, 0.01, 0.00, 0.00, 0.00, 0.00, 0.02, 0.00, 0.00, 0.00, 0.00, 0.00, 0.00, 0.00, 0.00, 0.00, 0.00, 0.00, 0.00, 0.00, 0.00, 0.00, 0.00, 0.00, 0.00, -0.01, 0.00]}